This record from the OMol25 dataset describes a structure of composition C36H54BBrN5P2Y. The level of theory is the ωB97M-V functional and the def2-TZVPD basis.

```
100
Properties=species:S:1:pos:R:3:forces:R:3:lowdin_charge:R:1
Y -0.2049 -0.3150 -0.0063 1.868 -1.117 1.564 1.3453
Br 2.7242 -1.8311 -0.3560 -0.186 0.085 -0.083 0.7457
P -0.9378 2.1602 1.7747 -0.249 0.027 -0.890 1.0946
P -0.3039 -1.0435 -2.9722 -0.544 0.576 0.319 1.0643
N 1.2605 -2.1498 7.6100 -0.059 0.055 -0.369 0.2134
N -2.1976 0.8614 -2.3758 -0.164 0.184 0.012 -0.0493
N 0.2553 -1.1724 2.4282 -0.276 0.000 -0.438 -0.0460
N -2.3459 2.2373 -0.5668 -0.213 -0.009 -0.379 -0.0394
N 2.8354 -3.4789 1.9098 -0.142 -0.021 0.213 0.0501
C 3.4428 -3.2375 0.7924 0.047 -0.061 0.011 -0.6795
C -2.9677 1.9717 -2.7354 0.038 -0.069 0.012 -0.1655
C 0.5644 3.6113 -0.0056 0.063 0.209 0.111 -0.0837
C -3.0560 2.8193 -1.6212 0.077 -0.041 0.033 -0.1599
C 1.4309 -0.8490 2.9757 0.064 -0.001 -0.056 -0.1799
C -3.7631 4.0141 -1.6844 -0.008 0.037 0.007 -0.0017
C 4.4934 -5.1717 2.3506 -0.067 -0.036 0.202 -0.2322
C 0.6044 -0.2863 -5.5641 0.040 0.028 -0.107 -0.0698
C 0.6644 1.3974 -3.7090 0.014 0.016 -0.210 -0.0783
C 1.0524 -1.9568 6.4950 0.042 -0.036 0.163 -0.1416
C 5.0614 -6.2098 3.2811 -0.025 0.110 -0.072 -0.0266
C 0.4550 3.3778 1.5072 0.140 -0.219 0.109 -0.7023
C 0.8568 -0.0827 -4.0736 0.149 -0.062 0.265 -0.6973
C -1.9533 -0.2368 -3.2792 0.119 -0.027 0.010 -0.2857
C 0.2865 4.7162 2.2208 0.008 0.119 -0.060 -0.0707
C -1.3705 -3.4372 -2.3500 -0.048 0.044 -0.046 -0.1074
C -0.6474 -1.7879 3.2053 0.038 -0.057 -0.107 -0.1333
C -2.4015 3.6258 3.7486 -0.070 0.125 0.050 -0.0661
C 1.7391 -1.0851 4.2993 0.102 -0.028 0.075 0.0089
C -0.6537 1.9921 4.5210 -0.103 0.083 0.061 -0.0749
C -0.6387 -2.7836 -3.5345 0.372 -0.123 0.272 -0.7067
C -0.4300 -2.0727 4.5369 -0.079 -0.086 0.079 0.0197
C 3.3558 -4.4453 2.6828 -0.077 0.028 0.017 -0.0683
C -1.7207 2.2894 3.4588 0.272 -0.395 0.147 -0.6922
C 2.3000 -0.4761 -3.7220 -0.002 0.012 -0.119 -0.1090
C 4.5633 -3.8846 0.3148 0.152 0.000 -0.227 -0.0885
C -3.5911 2.3004 -3.9343 0.029 0.003 -0.024 -0.0035
C -4.2943 3.4948 -3.9934 -0.004 0.015 0.020 -0.0681
C 0.6990 -3.5124 -3.7404 -0.034 -0.027 -0.061 -0.0870
C -2.7764 1.1697 3.4967 -0.068 0.087 0.042 -0.0878
C -1.4973 -2.8864 -4.7944 -0.015 -0.075 -0.087 -0.0668
C 1.7490 2.6884 1.9723 -0.040 0.152 0.096 -0.0984
C -4.3787 4.3407 -2.8838 0.015 -0.027 -0.024 -0.0678
C -2.3052 2.8511 0.7317 0.100 -0.078 0.087 -0.2976
C 5.0900 -4.8705 1.1315 0.120 -0.031 -0.127 0.0038
C 0.7873 -1.7056 5.0990 0.041 0.022 0.196 -0.1938
B -1.8078 0.9759 -0.9944 -1.126 0.848 -0.753 -0.6281
H 2.1693 -0.3901 2.3291 -0.029 0.023 -0.002 0.0820
H 0.5911 2.6729 -0.5682 0.003 -0.059 -0.075 0.0408
H 0.5122 -4.5854 -3.8461 0.001 0.079 0.006 0.0994
H -0.6656 5.1919 1.9730 0.076 -0.011 0.025 0.0861
H -1.1902 -2.5679 5.1274 0.042 0.027 -0.050 0.1393
H -3.2471 2.6925 1.2525 -0.118 0.030 0.069 0.0916
H -1.6384 -4.4639 -2.6081 0.000 0.012 0.024 0.1006
H 2.5888 3.3875 1.9165 -0.058 -0.060 -0.035 0.1025
H -2.1716 3.9277 0.6373 0.004 0.168 0.024 0.0933
H -0.7263 -3.4786 -1.4647 0.020 -0.039 0.000 0.0650
H 2.8293 -4.6484 3.6104 0.028 0.041 -0.051 0.1233
H 0.8613 -1.2958 -5.8868 -0.020 0.043 0.001 0.0770
H -2.7244 -0.9980 -3.1755 -0.094 -0.077 -0.035 0.0914
H 1.6871 2.3217 2.9996 0.020 0.027 -0.063 0.0667
H 1.4350 1.9871 -4.2144 -0.040 -0.052 0.026 0.1053
H 1.4952 4.1470 -0.2129 -0.035 -0.037 0.003 0.1058
H -1.6891 4.4315 3.9167 -0.073 -0.064 -0.011 0.0715
H 2.5036 -1.5341 -3.8927 -0.003 0.085 0.020 0.0660
H -1.0491 -2.3799 -5.6482 -0.031 -0.038 0.046 0.0725
H -1.9844 0.1062 -4.3124 -0.008 0.031 -0.094 0.0883
H 1.9894 1.8412 1.3200 0.050 -0.081 -0.028 0.0547
H -1.5932 -3.9446 -5.0547 -0.016 0.056 -0.002 0.1023
H -2.2970 -2.9145 -2.0917 0.019 -0.023 -0.018 0.0771
H -3.6235 1.3713 2.8371 0.053 -0.020 0.041 0.0841
H -1.5830 -2.0795 2.7415 -0.017 0.054 0.006 0.1199
H -0.2062 1.0087 4.3641 0.035 -0.030 0.010 0.0544
H 2.5310 -0.2470 -2.6772 -0.001 0.030 -0.066 0.0189
H -3.8456 4.6734 -0.8271 0.000 -0.062 -0.061 0.1133
H 0.1424 2.7387 4.5307 -0.058 -0.026 0.013 0.0731
H 5.0028 -3.6430 -0.6445 -0.021 0.007 0.099 0.1110
H 0.7732 1.5696 -2.6345 -0.001 0.035 0.065 0.0528
H -3.5426 1.6497 -4.8008 -0.022 0.041 0.076 0.1122
H 4.3248 -6.5343 4.0144 0.003 0.007 -0.023 0.0846
H 1.3748 -3.3715 -2.8900 -0.054 -0.035 -0.056 0.0572
H 1.2413 0.4064 -6.1222 -0.041 -0.044 0.016 0.1021
H -4.9398 5.2640 -2.9605 0.033 -0.062 0.006 0.1122
H 5.9155 -5.7987 3.8235 -0.023 -0.012 -0.010 0.0971
H -2.3497 0.2040 3.2223 -0.001 -0.012 0.022 0.0429
H 2.7050 -0.8023 4.6965 -0.053 -0.001 -0.013 0.1397
H -1.1169 1.9962 5.5120 0.024 -0.015 -0.057 0.1036
H -4.7947 3.7730 -4.9136 0.048 -0.021 0.074 0.1125
H -3.0922 3.9297 2.9583 0.058 -0.011 0.116 0.0816
H -2.9899 3.5131 4.6642 0.032 0.025 -0.045 0.1028
H -0.4290 -0.0774 -5.8495 0.062 -0.011 0.011 0.0822
H -0.2559 4.2122 -0.4016 0.016 -0.090 -0.008 0.0928
H 5.9734 -5.4115 0.8110 -0.036 0.025 0.006 0.1352
H -3.1693 1.0849 4.5139 0.015 0.013 -0.058 0.1024
H -2.5057 -2.4978 -4.6482 0.041 -0.021 -0.018 0.0821
H 1.2076 -3.1799 -4.6486 -0.049 -0.028 0.095 0.0778
H 0.3563 4.6190 3.3050 0.005 0.003 -0.076 0.0765
H 2.9919 0.0986 -4.3453 -0.058 -0.021 0.058 0.1016
H 5.4136 -7.0827 2.7324 -0.035 0.019 -0.007 0.0912
H 1.0841 5.3927 1.8994 -0.040 -0.032 0.028 0.1010
H -0.3076 1.7880 -4.0160 0.036 -0.027 0.045 0.0873
```
Forces are in eV/Å.

Computed properties:
- Orbital gap: 0.2345 Ha
- Multiplicity: 1
- Lowest unoccupied orbital energy: -6.1 eV
- Total charge: +2
- E_HOMO: -12.53 eV

***

This record from the OMol25 dataset describes a structure of composition C36H54Cl2F6MnN3O5SSi4Te. The level of theory is the ωB97M-V functional and the def2-TZVPD basis.

```
113
Properties=species:S:1:pos:R:3:forces:R:3:lowdin_charge:R:1
Te -1.5068 0.7766 -1.2509 -0.398 -0.113 -0.072 0.5352
Mn 1.0752 1.0480 -0.2831 -0.162 0.216 -0.940 0.3531
Cl 4.1964 2.6751 -4.5841 -0.097 -0.010 0.043 0.6195
Cl 1.0661 -1.5639 -3.1563 -0.002 -0.074 -0.154 0.6857
S 1.4551 1.5862 -3.1821 -0.067 -0.144 0.001 0.5123
Si -4.1329 -1.0497 -3.1386 -0.126 -0.006 -0.107 0.2673
Si -4.5143 -1.0562 0.6120 -0.133 -0.094 -0.038 0.3179
Si -2.1119 -3.3819 -0.9953 -0.018 -0.144 -0.063 0.3169
Si -2.9741 -1.2282 -1.1452 0.248 0.269 0.312 -0.0063
F 5.5506 1.1357 -1.6506 0.030 -0.015 -0.220 0.1667
F 6.5471 1.6306 0.1887 0.125 0.067 0.105 0.1270
F 5.2560 -0.1035 0.0771 -0.057 -0.160 0.166 0.1340
F 4.1042 3.4323 2.0640 0.017 -0.042 0.045 0.1192
F 4.9820 1.4735 2.3030 -0.006 0.020 -0.056 0.1201
F 2.8577 1.6811 2.0636 0.032 -0.002 -0.060 0.1205
O 3.0745 1.5071 -0.5633 -0.138 -0.086 0.977 -0.2139
O 1.7696 -0.7709 -0.1098 -0.004 -0.866 0.019 -0.0297
O 2.9824 -2.5424 -0.6104 0.191 -0.426 -0.062 0.1477
O 0.3586 7.4012 2.4574 -0.015 -0.082 -0.120 -0.0575
O -1.9001 1.0277 6.2143 -0.027 0.085 -0.094 -0.0532
N 4.1977 -2.7214 1.6998 -0.041 -0.018 -0.011 -0.0127
N -0.0029 1.0131 1.5606 0.834 -0.140 -0.357 0.0095
N 0.6969 2.9871 -0.0161 0.442 0.119 -0.707 0.0107
C 5.3846 1.1788 -0.3340 -0.173 0.047 -0.003 -0.5537
C 2.5849 -1.6052 0.2091 -0.065 0.384 0.107 -0.4715
C 3.9101 -3.5389 2.8974 -0.036 0.083 -0.083 -0.1864
C -0.5248 -0.0329 2.2019 0.112 -0.137 -0.051 -0.1242
C 4.4696 3.4615 -0.5227 0.031 0.075 -0.087 0.0133
C -1.2856 0.1029 3.3438 0.015 -0.245 -0.231 -0.0063
C 2.9535 -2.6967 3.7386 -0.028 -0.002 -0.008 -0.1621
C -4.0627 -2.0740 2.1428 0.157 0.001 0.167 -0.2229
C -1.0509 2.4500 3.1261 -0.251 0.085 0.351 0.0554
C 4.5606 -1.2522 -5.0414 0.000 0.007 0.008 -0.1211
C 2.6330 0.5221 -3.8796 0.308 0.442 0.117 -0.7334
C 2.4921 -0.8770 -3.8810 -0.013 -0.145 -0.015 -0.6569
C 3.1827 -1.6551 1.6001 0.083 -0.145 0.062 -0.2218
C -2.9292 -0.8607 -4.5442 0.281 0.003 -0.176 -0.2255
C 0.3258 4.6542 1.6244 -0.004 0.512 0.217 0.0481
C 2.1310 -1.9766 2.6707 0.048 -0.097 0.063 -0.1128
C 3.4157 -1.7471 -4.4389 -0.100 -0.025 0.069 -0.1383
C 1.1386 5.2717 -0.5118 0.082 -0.085 -0.199 -0.0011
C 0.2722 3.3494 1.1812 -0.381 -0.549 0.851 -0.1941
C -4.7067 0.7230 1.1535 -0.015 0.242 0.081 -0.2375
C -2.4688 1.5534 5.0140 0.148 -0.092 0.103 -0.1976
C -1.6163 -4.1283 -2.6390 0.083 0.044 -0.237 -0.2191
C -5.2184 0.4752 -3.0841 -0.099 0.271 0.118 -0.2242
C -0.6547 -3.4809 0.1790 0.276 0.115 0.178 -0.2158
C 4.0361 2.1600 1.6159 -0.081 -0.048 -0.206 -0.4935
C 4.1480 2.0603 0.0194 -0.047 -0.047 0.102 -0.4546
C 0.9460 7.0815 1.2066 -0.096 -0.030 0.176 -0.2044
C 1.1090 3.9379 -0.8668 -0.110 0.011 -0.135 -0.0964
C -5.2393 -2.5318 -3.4783 -0.148 -0.252 0.087 -0.2175
C 3.8252 0.9694 -4.5063 -0.122 -0.178 0.098 -0.6771
C -1.5743 1.3732 3.8173 -0.064 0.347 0.070 -0.1841
C -6.2230 -1.6752 0.1141 -0.156 -0.094 -0.145 -0.2273
C 0.7846 5.6472 0.7735 -0.130 -0.074 0.263 -0.1735
C -0.2563 2.2304 2.0149 0.088 0.852 -0.195 -0.2024
C -3.4407 -4.5540 -0.3546 -0.236 -0.052 0.087 -0.2155
C 4.7604 0.1193 -5.0727 -0.029 0.053 0.029 -0.1550
H -3.7486 1.1185 1.5021 -0.022 0.014 -0.006 -0.0029
H -3.4336 1.0817 4.8095 -0.077 -0.048 0.011 0.1221
H 3.6603 4.1396 -0.2639 0.025 -0.001 0.013 0.0680
H 2.0123 7.3230 1.2131 0.092 0.020 -0.031 0.1287
H -5.7435 0.6230 -4.0336 0.021 -0.006 0.044 0.0268
H -3.7205 -4.3451 0.6805 0.045 -0.073 -0.110 -0.0022
H 3.4216 -4.4683 2.5952 -0.002 -0.021 -0.018 0.1114
H 1.6426 -1.0716 3.0251 0.057 -0.051 0.025 0.1030
H 0.1422 -2.8038 -0.1522 -0.108 -0.072 0.013 0.0095
H -0.3267 -1.0026 1.7583 -0.049 0.101 -0.006 0.0952
H 3.2231 -2.8115 -4.3950 0.000 0.022 0.007 0.0928
H -5.9634 -2.6776 -2.6682 0.054 0.009 -0.120 0.0093
H -2.9794 -2.1674 2.2605 -0.023 0.009 0.046 -0.0022
H 1.3666 -2.6486 2.2660 0.022 0.034 0.007 0.1147
H -3.4515 -0.6784 -5.4898 0.027 -0.027 0.038 0.0286
H 3.5113 -1.9692 4.3339 -0.002 -0.016 0.000 0.1149
H -5.0165 1.3532 0.3136 0.024 -0.041 0.067 0.0254
H -5.7954 -2.3941 -4.4118 0.025 -0.019 0.042 0.0259
H 5.4080 3.8596 -0.1330 -0.008 0.034 -0.011 0.0911
H -2.2566 -0.0204 -4.3432 -0.042 -0.074 -0.046 0.0094
H -1.5073 0.1712 6.0182 -0.028 -0.001 -0.013 0.0746
H -6.9278 -1.6276 0.9524 0.061 0.004 -0.040 0.0271
H -3.0830 -5.5884 -0.4100 -0.027 0.050 -0.005 0.0294
H -1.1423 -5.1036 -2.4820 -0.042 0.038 -0.016 0.0311
H -1.2874 3.4604 3.4348 -0.010 -0.057 0.014 0.1189
H -0.2509 -4.4985 0.2164 -0.015 0.042 0.018 0.0367
H -5.4500 0.8135 1.9567 0.068 -0.014 -0.081 0.0267
H -4.4704 -3.0850 2.0785 -0.026 0.084 0.039 0.0098
H -4.6510 -3.4519 -3.5670 -0.075 0.080 -0.017 0.0091
H 5.1227 -2.3163 1.7318 0.008 -0.004 0.025 0.1198
H -2.5029 -4.2754 -3.2651 0.082 -0.016 0.042 0.0160
H -2.6436 2.6106 5.2003 -0.007 0.040 0.003 0.1194
H 1.4798 6.0043 -1.2345 0.005 -0.038 0.015 0.1274
H 3.6340 -3.0692 -0.0826 -0.062 0.096 -0.105 0.1188
H -6.6311 -1.0768 -0.7067 -0.004 -0.071 0.075 0.0100
H -5.9636 0.4155 -2.2836 0.039 0.018 -0.097 0.0076
H 0.4727 7.7285 0.4709 -0.053 0.072 -0.007 0.1290
H 5.6486 0.5411 -5.5263 -0.037 -0.003 0.015 0.0894
H -0.9550 -3.1919 1.1944 0.020 -0.054 -0.086 0.0109
H -4.5950 1.3556 -2.8918 -0.064 -0.067 -0.034 0.0205
H -6.1720 -2.7153 -0.2277 -0.033 0.086 0.049 0.0147
H 4.5214 3.3784 -1.6080 -0.029 0.007 0.021 0.0762
H -4.4682 -1.6035 3.0460 0.029 -0.031 -0.036 0.0241
H 3.6183 -0.6820 1.7902 0.042 0.194 0.001 0.1307
H 4.8304 -3.8036 3.4162 0.028 0.016 -0.014 0.1119
H -1.6930 -0.7778 3.8224 -0.050 -0.074 -0.017 0.1162
H 0.0273 4.8807 2.6394 -0.036 0.058 -0.084 0.1077
H 2.3434 -3.3017 4.4101 0.009 0.034 0.017 0.1089
H -0.9196 -3.4995 -3.1945 0.030 -0.011 -0.006 -0.0183
H -4.3482 -4.4778 -0.9665 0.100 -0.041 0.058 0.0224
H 0.7561 6.8467 3.1360 0.077 0.054 -0.004 0.0801
H 1.4295 3.5839 -1.8440 0.073 -0.005 0.071 0.0329
H 5.2900 -1.9241 -5.4773 -0.032 0.020 0.013 0.0896
H -2.3027 -1.7522 -4.6580 -0.057 0.071 -0.020 0.0215
```
Forces are in eV/Å.

Computed properties:
- Orbital gap (spin up / spin down): 0.1930 / 0.1928 Ha
- Multiplicity: 2
- Lowest unoccupied orbital energy (spin up / spin down): 1.7 / 1.7 eV
- Total charge: -1
- E_HOMO (spin up / spin down): -3.56 / -3.55 eV